No. 1
Formula: C48H45N5O6Ru
Source: the Open Molecules 2025 dataset
Level of theory: ωB97M-V/def2-TZVPD

Strongest force on any atom   0.60 eV/A
Energy   -2675.9790 hartree
Gap between HOMO and LUMO (alpha / beta)   5.507 / 6.567 eV
HOMO level (alpha / beta)   -9.1 / -11.0 eV
2S+1   6
LUMO level (alpha / beta)   -3.5505 / -4.4042 eV
Net charge   +1
⟨S²⟩   8.790

Geometry (Å):
1 Ru 0.5521 -0.3626 0.3472
2 O -3.4060 -0.8670 1.6996
3 O 2.5953 -0.4098 2.5219
4 O 0.1850 1.5663 0.6245
5 O -1.5237 -0.6357 0.5277
6 O -3.9130 3.2628 -1.9213
7 O 2.9522 -1.2653 4.5612
8 N -1.5803 3.5741 -0.8727
9 N 7.6798 0.6677 -1.4829
10 N 0.1690 -0.5352 -1.9706
11 N 0.6146 -2.4038 -0.0932
12 N -0.0570 -0.9236 2.7194
13 C -2.5864 3.0879 0.0013
14 C 1.9218 5.0181 2.0327
15 C 0.4716 3.8769 0.4683
16 C -1.2579 -4.6133 2.2091
17 C -2.4358 2.8685 1.3621
18 C 0.1177 -2.1796 -3.8188
19 C 4.5677 -0.9038 -1.2456
20 C 0.5899 -4.2201 -1.7893
21 C -0.2629 -5.0439 3.0672
22 C -3.5258 2.4781 2.1178
23 C 1.1878 5.0190 0.8685
24 C -1.1226 -1.9033 5.0780
25 C 1.3795 -3.8556 1.7504
26 C -0.3656 3.9969 -0.6935
27 C 2.4514 -0.0650 -0.4229
28 C 0.6878 2.3209 -4.2777
29 C -1.3580 -1.1343 2.8348
30 C 0.2464 -1.6873 4.9598
31 C 5.1627 0.3295 -1.0002
32 C -0.0708 0.5584 -2.8371
33 C -4.7584 2.2865 1.5154
34 C -2.1973 -0.8439 1.6046
35 C 1.9682 3.8494 2.8001
36 C 0.3481 -3.3595 0.9372
37 C 0.6365 2.6669 1.1726
38 C 1.3511 2.6915 2.3755
39 C 0.4865 -2.7789 -1.3934
40 C -2.0909 -3.4230 0.1854
41 C -4.9303 2.5309 0.1611
42 C 2.8282 -3.6200 1.4300
43 C 3.0561 1.1766 -0.2175
44 C -1.6391 2.1367 -3.7592
45 C -0.9729 -3.7830 1.1283
46 C 2.1773 -0.9206 3.5328
47 C -0.6001 2.8166 -4.3788
48 C -3.8510 2.9521 -0.5981
49 C 0.7300 -1.1919 3.7638
50 C -1.9390 -1.6162 4.0033
51 C -2.5393 0.2156 -2.4231
52 C 6.5618 0.5200 -1.2694
53 C 1.0516 -4.6803 2.8201
54 C 3.2264 -1.0915 -0.9654
55 C 0.9703 1.1771 -3.5339
56 C -5.1893 3.2636 -2.5545
57 C 0.2757 -1.7879 -2.3749
58 C 2.3769 0.6420 -3.5447
59 C 4.3976 1.3757 -0.5022
60 C -1.3963 1.0063 -2.9899
61 H -5.5975 2.2524 -2.6031
62 H 3.1074 -4.1727 0.5293
63 H 0.9263 -1.8988 5.7709
64 H 1.1182 5.9170 0.2675
65 H -2.5132 0.1654 -1.3355
66 H -0.7127 -2.8782 -3.9356
67 H 1.3532 -4.3506 -2.5593
68 H 2.4519 5.9044 2.3473
69 H 3.8715 -1.0584 4.3264
70 H 2.9905 1.1208 -2.7779
71 H 5.1574 -1.7112 -1.6591
72 H 2.5232 3.8433 3.7285
73 H 0.8463 -4.8502 -0.9406
74 H -5.8815 3.9200 -2.0252
75 H -3.4907 0.6427 -2.7386
76 H 3.4595 -3.9798 2.2419
77 H 1.4327 1.7683 2.9347
78 H 2.7891 -2.0495 -1.1890
79 H -5.5973 1.9371 2.1001
80 H -2.2819 -4.9284 2.3656
81 H -0.0799 -1.3067 -4.4362
82 H -2.6617 2.4612 -3.9010
83 H -0.8014 3.6900 -4.9847
84 H 2.4988 2.0224 0.1464
85 H -3.0082 -1.7652 4.0249
86 H 4.8508 2.3432 -0.3340
87 H -1.5358 -2.2945 5.9970
88 H -2.3121 -4.2731 -0.4644
89 H -0.5030 -5.6843 3.9048
90 H 1.8458 -5.0615 3.4493
91 H -5.8989 2.3966 -0.2939
92 H 0.0254 4.5602 -1.5367
93 H 1.4952 2.8029 -4.8146
94 H -1.4880 3.0262 1.8492
95 H -0.3505 -4.5833 -2.2095
96 H -3.4037 2.2983 3.1757
97 H -2.5052 -0.8177 -2.7752
98 H 3.0592 -2.5774 1.2489
99 H -5.0242 3.6381 -3.5607
100 H 2.4092 -0.4325 -3.3702
101 H 1.0129 -2.6736 -4.2006
102 H 2.8402 0.8425 -4.5097
103 H -1.8574 -2.5623 -0.4389
104 H -1.9636 3.7263 -1.8046
105 H -3.0014 -3.1960 0.7396

Forces on atoms 1 to 2 (eV/Å):
Ru -0.1 -0.1 -0.4
O -0.2 0.1 0.0

***

No. 2
Formula: C48H46N7O2P3S2Sc
Source: the Open Molecules 2025 dataset
Level of theory: ωB97M-V/def2-TZVPD

Strongest force on any atom   3.61 eV/A
Energy   -4971.4931 hartree
Gap between HOMO and LUMO   7.254 eV
HOMO level   -9.8 eV
Energy above the lowest of the compared OMol25 structures with the same formula, charge and spin   0.0 kJ/mol
LUMO level   -2.5572 eV
Net charge   +1

Geometry (Å):
1 Sc 0.1817 0.6322 0.4663
2 S -0.5116 -1.7092 2.9653
3 S -8.6339 -1.4746 1.8557
4 P 2.5946 -0.7098 -1.0703
5 P -0.6390 -1.1382 -1.6336
6 P 2.0030 3.9239 1.0119
7 O -9.5346 -4.0007 1.5346
8 O -1.8698 -1.2663 3.3253
9 N 4.0507 2.4031 2.2318
10 N 0.5374 2.4322 -0.9469
11 N -0.0183 2.3709 2.0531
12 N 2.3848 1.1923 1.4966
13 N 0.2658 4.2544 3.1069
14 N 0.1679 -0.9617 1.8684
15 N 1.4484 4.3436 -1.5993
16 C 2.0406 -0.9674 -2.8329
17 C 1.3126 3.4638 -0.5803
18 C 0.1565 2.6947 -2.2551
19 C -3.1612 0.5382 0.5354
20 C -6.6998 -0.4747 0.2369
21 C 3.1741 0.4114 2.2946
22 C -4.7300 -0.3313 2.2616
23 C 4.9607 3.5332 2.3020
24 C 4.8574 2.4800 -2.1742
25 C 0.6461 -1.7005 -2.8952
26 C -2.1402 -1.0977 -2.6264
27 C 3.3808 -2.2996 -0.5030
28 C 0.7247 3.8689 -2.6475
29 C 4.2012 1.1531 2.7838
30 C -2.5713 -3.7487 0.8362
31 C 4.6423 -4.6142 0.4682
32 C 3.1080 -2.7831 0.7809
33 C -1.0094 -2.6192 -0.5699
34 C -2.6024 -2.2274 -3.2376
35 C -2.8525 0.1227 -2.9007
36 C 0.6834 3.4965 2.0793
37 C 4.9742 -4.0958 -0.7472
38 C -1.9635 0.6324 0.3459
39 C -7.2368 -3.7569 0.9448
40 C -8.5778 -3.2599 1.4794
41 C -3.9505 0.1010 -3.7227
42 C -2.2680 -2.6911 0.0542
43 C 3.7320 -3.8746 1.2534
44 C 2.1762 5.5857 -1.7054
45 C -0.7356 3.5430 3.7316
46 C -3.7252 -2.2545 -4.0368
47 C 6.1159 1.3139 -0.5304
48 C -0.1215 -3.6936 -0.3893
49 C -5.9985 -0.8309 2.5357
50 C -4.4418 -1.0755 -4.2605
51 C -0.4825 -4.7705 0.4199
52 C 3.9319 0.4614 -1.2365
53 C -1.7175 -4.8207 0.9885
54 C 5.1502 0.3256 -0.4530
55 C 5.9900 2.3743 -1.4152
56 C 4.3215 -2.9777 -1.2699
57 C -5.4636 0.0334 -0.0094
58 C -0.9639 2.3842 3.0324
59 C 0.7061 5.5889 3.5923
60 C -6.9764 -0.8707 1.5283
61 C 2.9685 2.3774 1.4366
62 C 3.8390 1.5411 -2.1144
63 C -4.4851 0.1171 0.9535
64 H -6.3477 -3.5388 1.5580
65 H -1.2545 3.8733 4.6023
66 H 0.2051 -5.5468 0.6050
67 H 1.9168 0.0592 -3.3132
68 H -4.5178 1.0189 -3.9971
69 H 0.7126 -2.7534 -2.8570
70 H 5.0948 -5.5718 0.8054
71 H -0.4738 2.0568 -2.8140
72 H 4.5247 -2.7320 -2.2791
73 H 0.6974 4.3805 -3.5358
74 H 2.3670 -2.2762 1.4274
75 H -1.9531 -5.6032 1.6469
76 H -5.4046 -1.0508 -4.8156
77 H -4.1103 -3.1274 -4.4863
78 H 2.6989 5.5887 -2.6515
79 H -3.5239 -3.7792 1.2482
80 H 4.6886 3.3038 -2.8661
81 H 5.7204 -4.6109 -1.3703
82 H 2.8776 5.6705 -0.8588
83 H 1.6662 5.4752 4.0574
84 H -2.5305 1.0993 -2.3789
85 H 0.2341 -1.5737 -3.9150
86 H -0.0787 5.9690 4.2586
87 H 5.9034 3.2469 2.7784
88 H 5.2258 3.8969 1.3360
89 H -7.4256 -0.5627 -0.5749
90 H 6.7164 3.1836 -1.4930
91 H 3.4374 -4.2332 2.2975
92 H 1.4679 6.4167 -1.5946
93 H -3.8271 -0.4315 2.9038
94 H -7.2441 -4.8249 0.6987
95 H -1.6437 1.5423 3.1438
96 H 2.9698 1.7746 -2.7016
97 H -2.9674 -1.8912 -0.0003
98 H 5.1332 0.9488 3.3082
99 H 4.4665 4.4346 2.8237
100 H 5.2729 -0.5298 0.1929
101 H -2.0080 -3.1290 -3.0727
102 H -5.1939 0.3076 -1.0436
103 H 0.8038 6.2846 2.7139
104 H 6.9806 1.1166 0.0889
105 H 0.8309 -3.7099 -0.8617
106 H -7.0271 -3.3292 -0.0183
107 H 2.7377 -1.4835 -3.4843
108 H -6.1447 -1.3273 3.5094
109 H 2.9799 -0.6302 2.5520

Forces on atoms 1 to 2 (eV/Å):
Sc 0.7 -0.6 0.4
S -0.5 1.1 -1.0

***

No. 3
Formula: C48H47BFeIN10O2SSb
Source: the Open Molecules 2025 dataset
Level of theory: ωB97M-V/def2-TZVPD

Strongest force on any atom   5.66 eV/A
Energy   -4779.5328 hartree
Gap between HOMO and LUMO (alpha / beta)   6.190 / 5.242 eV
HOMO level (alpha / beta)   -13.1 / -13.1 eV
2S+1   5
LUMO level (alpha / beta)   -6.9299 / -7.8693 eV
Net charge   +2
⟨S²⟩   6.079

Geometry (Å):
1 I -5.9400 -22.8387 12.6993
2 Sb -2.1014 -14.9087 11.4141
3 Fe -5.2129 -19.0872 11.0809
4 S -2.2712 -17.1602 11.0273
5 O -4.3448 -18.9721 9.1515
6 O -0.1042 -21.4802 11.0751
7 N -6.5935 -17.7893 10.6072
8 N -7.8066 -17.9856 11.1471
9 N -9.4611 -19.4139 12.4262
10 N -5.8035 -18.8260 13.0257
11 N -6.4322 -20.5852 10.4328
12 N -7.7222 -20.4703 10.8859
13 N -7.0561 -19.3035 13.1313
14 N -10.0861 -18.2800 12.8945
15 N -1.6413 -19.0088 7.0564
16 N -3.7644 -20.2494 11.6562
17 C -7.4536 -19.1058 14.4031
18 C -5.1760 -12.1057 10.1719
19 C -1.0731 -20.3495 9.0932
20 C -11.2605 -20.1258 13.4316
21 C -8.5240 -21.1440 10.0684
22 C -0.0170 -15.3741 13.4579
23 C -4.1857 -17.3469 14.2013
24 C -5.4604 -16.0756 9.0845
25 C -0.2849 -13.9305 7.6375
26 C 0.8759 -13.2504 7.9445
27 C -3.9189 -13.8419 11.3928
28 C -11.1419 -18.7051 13.5266
29 C 0.7074 -15.1241 14.6087
30 C -5.4028 -18.2112 14.1504
31 C -2.4201 -20.4112 15.0472
32 C -4.0063 -12.8575 10.3973
33 C -6.2993 -12.4745 10.9088
34 C -3.2220 -19.2653 8.8700
35 C -7.8245 -16.0557 9.9951
36 C -5.3559 -21.5970 8.3610
37 C -0.8080 -13.2815 15.1613
38 C 0.2657 -13.3711 10.3178
39 C -6.4703 -21.2810 9.2952
40 C -2.6268 -20.2173 13.7122
41 C -1.2289 -14.2307 8.5722
42 C -6.5711 -16.6549 9.8775
43 C -3.6916 -20.7860 13.0055
44 C 0.2930 -14.0820 15.4455
45 C -4.4843 -21.7166 13.6462
46 C -7.7350 -21.7162 9.1017
47 C -1.4701 -13.5195 13.9606
48 C -1.1882 -14.6669 13.2219
49 C -3.2070 -21.3151 15.7374
50 C -6.4323 -18.4650 15.0673
51 C -0.7958 -19.5824 7.9107
52 C -6.2557 -13.5354 11.8539
53 C -2.8689 -18.8078 7.5029
54 C -2.7521 -20.6870 10.9377
55 C -2.3458 -20.0987 9.6714
56 C 1.0917 -12.9427 9.2968
57 C -10.1720 -20.5016 12.7703
58 C -5.0487 -14.1260 12.0846
59 C -8.5573 -16.9328 10.7771
60 C -3.7932 -17.9392 6.6631
61 C -12.1184 -17.7876 14.1398
62 C -0.9370 -14.0038 9.9120
63 C 0.0992 -20.9941 9.7360
64 C -4.1871 -21.9768 15.0068
65 B -8.0578 -19.3016 11.9472
66 H -5.5846 -22.4710 7.7325
67 H -2.0889 -14.7792 8.2385
68 H -2.1339 -21.5396 11.2387
69 H 1.5004 -12.8743 7.1583
70 H -8.3968 -19.4630 14.7446
71 H -4.6990 -22.7728 15.5441
72 H -6.5038 -18.2238 16.1001
73 H 0.7532 -13.9160 16.4442
74 H 0.6023 -13.2826 11.3441
75 H -9.5988 -21.1888 10.0914
76 H -3.6915 -17.5306 15.1279
77 H -12.8088 -17.5333 13.4020
78 H -4.8662 -17.7843 6.8879
79 H 1.5392 -15.6925 14.8738
80 H -4.4493 -16.3026 14.1771
81 H 1.9830 -12.3677 9.5599
82 H -12.0430 -20.8220 13.7792
83 H 0.9149 -20.2390 9.5841
84 H -3.0684 -21.5668 16.8191
85 H -5.5939 -16.2521 8.0066
86 H -1.1152 -12.4625 15.7957
87 H -4.4693 -16.3812 9.3483
88 H -11.7023 -16.8731 14.5597
89 H -9.6202 -16.7974 10.9893
90 H -3.0984 -12.6712 9.8536
91 H -1.5784 -19.8775 15.5150
92 H -7.1382 -13.8611 12.3797
93 H -4.9466 -14.9639 12.7853
94 H -3.7227 -18.2072 5.5979
95 H -0.4715 -14.2225 6.5995
96 H -5.4867 -15.0331 9.1888
97 H -12.6898 -18.3173 14.9519
98 H -5.2000 -20.7483 7.6389
99 H -2.3234 -12.8659 13.7393
100 H -1.9428 -19.5807 13.1143
101 H -3.3864 -16.9034 6.6964
102 H -3.6071 -17.5240 13.2595
103 H -7.1911 -11.8903 10.7204
104 H 0.4239 -21.7980 9.0927
105 H -8.0715 -22.4007 8.3210
106 H -4.3538 -21.6793 8.8245
107 H 0.2254 -19.7565 7.4938
108 H -9.8405 -21.4861 12.5539
109 H 0.3139 -16.1396 12.7771
110 H 0.7661 -21.7860 11.4704
111 H -8.2118 -15.1924 9.5036
112 H -5.1964 -11.2766 9.4786

Forces on atoms 1 to 2 (eV/Å):
I 0.0 -0.3 0.1
Sb -0.7 -0.3 -0.7

***

No. 4
Formula: C48H48AsBiN6O2S
Source: the Open Molecules 2025 dataset
Level of theory: ωB97M-V/def2-TZVPD

Strongest force on any atom   3.48 eV/A
Energy   -5185.2320 hartree
Gap between HOMO and LUMO (alpha / beta)   3.819 / 2.324 eV
HOMO level (alpha / beta)   -5.3 / -4.6 eV
Energy above the lowest of the compared OMol25 structures with the same formula, charge and spin   41.2 kJ/mol
LUMO level (alpha / beta)   -1.4354 / -2.2410 eV
Net charge   0

Geometry (Å):
1 Bi 0.7403 -1.5941 0.1045
2 As -0.8116 2.4333 0.1096
3 S 3.1892 -2.1963 1.2943
4 O 2.3831 -2.0687 -1.9566
5 O -1.4715 -2.2124 -1.0861
6 N -1.4129 -1.1010 -3.1563
7 N -0.1146 -1.1041 -3.0117
8 N 0.4168 -3.7207 2.2673
9 N 2.5610 0.7612 0.0697
10 N 0.6307 -3.8304 0.9539
11 N 1.7815 -0.0205 2.7833
12 C -1.3601 -3.2280 3.6883
13 C 3.8421 0.1111 -0.2409
14 C 2.6497 1.7500 1.1178
15 C -4.2316 -0.9524 -3.1165
16 C 3.0268 -6.3057 -0.4785
17 C 0.7217 3.8710 -1.9803
18 C 1.0387 -6.1389 1.4910
19 C -0.7701 -1.6588 1.8782
20 C -3.8714 3.3924 -2.5298
21 C 3.8676 -2.3174 -3.8736
22 C -5.6135 -0.7281 -2.9503
23 C -0.1287 4.7607 1.5177
24 C -4.1593 -1.9446 -0.9063
25 C 4.3273 -0.8200 0.8774
26 C 0.6648 -0.4712 -3.9145
27 C 2.2652 -1.0564 3.7140
28 C -2.0751 -1.2334 1.9504
29 C 0.0224 5.6852 2.5576
30 C 2.0336 -0.7563 -3.9270
31 C -2.6427 2.8501 -0.5127
32 C 3.1063 -2.1840 3.1298
33 C -1.2689 3.2447 2.9496
34 C -2.7337 2.8817 -1.9220
35 C 0.0732 0.5788 -4.8424
36 C 2.8439 -7.3468 0.4323
37 C 0.4533 4.9013 0.1873
38 C -3.0423 -1.7852 2.8021
39 C -2.0277 -1.6710 -2.0842
40 C 2.1615 -5.2120 -0.4382
41 C 1.5094 4.9187 -2.4209
42 C -4.8424 3.7889 -0.3455
43 C 1.7955 5.9686 -1.5134
44 C -5.5449 -1.7561 -0.7905
45 C 2.5570 1.1990 2.5395
46 C 2.7044 -1.7221 -3.1426
47 C 1.8236 -7.2552 1.4064
48 C 0.2050 3.8462 -0.6922
49 C -4.9309 3.8528 -1.7404
50 C 1.2858 5.9780 -0.2361
51 C -3.7110 3.2462 0.2852
52 C -1.1082 4.1366 4.0369
53 C -6.2610 -1.0889 -1.7901
54 C -0.5325 -2.8346 2.6470
55 C -0.4141 5.3361 3.8146
56 C -3.4855 -1.5164 -2.0640
57 C -2.6541 -2.7783 3.7252
58 C 1.2456 -5.0364 0.6137
59 C -0.8135 3.5764 1.7087
60 H 4.8188 -1.7939 -3.6215
61 H -2.4225 -0.4083 1.3035
62 H 1.7937 -8.0298 2.1633
63 H 2.6071 -0.3356 -4.7026
64 H -3.6469 -2.4593 -0.1033
65 H 3.7631 -0.3713 -1.1922
66 H -3.3534 -3.2131 4.4645
67 H 2.2486 -4.4749 -1.2562
68 H -6.1936 -0.3656 -3.7708
69 H 3.7361 -2.2634 -4.9440
70 H -4.0829 -1.4817 2.6897
71 H 3.8765 -6.3078 -1.1435
72 H -1.5539 3.8862 5.0035
73 H 4.6318 0.8702 -0.4490
74 H 3.5840 1.0809 2.8994
75 H 0.3016 -6.0320 2.2759
76 H 1.4355 6.8503 0.4082
77 H 2.4715 6.7312 -1.8190
78 H -3.9468 3.3612 -3.6164
79 H 3.5422 2.4120 1.1135
80 H 0.4396 6.6732 2.3389
81 H -5.6860 4.0480 0.2883
82 H 2.8267 -0.5913 4.5186
83 H -1.7582 2.2724 3.0841
84 H 0.4118 1.5605 -4.5245
85 H -7.2835 -0.7997 -1.6558
86 H -6.0497 -2.1221 0.1180
87 H 2.6559 -3.1552 3.4086
88 H 0.4249 0.3532 -5.8935
89 H -3.7886 -0.6492 -4.0371
90 H 0.7755 0.0926 2.8918
91 H 4.1343 -2.0986 3.4864
92 H 3.4099 -8.2790 0.3750
93 H -5.8234 4.2629 -2.2143
94 H 4.6172 -0.2257 1.7187
95 H -0.9944 -4.0039 4.3642
96 H -0.2599 6.0801 4.6139
97 H 1.8392 4.9304 -3.4485
98 H 1.3247 -1.5042 4.1625
99 H -3.6958 3.0242 1.3469
100 H 2.1423 1.9769 3.1720
101 H 5.2187 -1.3387 0.4725
102 H 1.8037 2.4452 0.9524
103 H -1.0193 0.5418 -4.7696
104 H 2.1996 1.2206 -0.8205
105 H 0.5293 3.0244 -2.6235
106 H 4.0239 -3.3490 -3.4822
107 H -1.9224 2.5327 -2.5360

Forces on atoms 1 to 2 (eV/Å):
Bi -1.9 0.6 -2.0
As -0.7 -0.6 0.9